1.
# C22H60N2O12

A 7-piece molecular cluster, C22H60N2O12 overall in a non-equilibrium geometry (ωB97M-V/def2-TZVPD, the OMol25 dataset).

SMILES   COCCNCCOC.COCCNCCOC.OCCO.OCCO.OCCO.CCO.CCO
Total charge   0
Total energy   -51328.64562 eV
Highest occupied orbital energy   -9.026 eV
Kohn-Sham gap   0.3419 Eh

```
96
Properties=species:S:1:pos:R:3:forces:R:3
C -20.898 3.222 -3.475 1.6 1.3 1.4
H -20.143 1.195 -6.511 0.5 1.3 -0.7
H -16.498 0.982 -6.824 0.4 -0.1 -0.6
H -23.353 1.541 -8.203 0.0 -0.6 0.1
N -19.678 2.028 -6.960 0.7 -0.9 2.6
H -23.524 0.947 -4.282 0.7 -0.5 -0.1
H -23.259 5.540 -3.168 0.8 0.8 -0.2
C -24.133 1.812 -4.459 0.2 -0.3 1.2
H -17.583 -2.171 -6.243 -0.3 0.7 -0.6
O -25.047 -2.330 -9.321 0.8 0.0 -1.5
C -24.541 -1.435 -8.393 -0.6 0.2 1.4
H -24.018 0.235 -2.289 0.5 0.3 -1.0
C -18.410 1.562 -7.481 0.1 -0.3 -0.1
H -25.870 0.529 -4.597 -0.2 -0.5 0.7
H -24.974 -1.333 -4.373 0.4 0.3 0.5
H -23.354 2.799 -2.983 -0.7 0.3 0.1
C -21.695 3.384 -7.457 -0.6 -0.7 0.3
H -25.049 4.346 -2.645 0.3 -0.3 -0.3
H -23.097 -1.829 -2.112 0.7 -0.1 1.0
H -25.054 -1.600 -0.272 -1.2 -0.2 0.1
H -21.779 2.091 2.769 -0.1 -1.5 0.5
H -17.347 1.707 -5.635 -0.7 0.1 0.6
H -20.236 7.542 -3.473 0.5 0.2 0.4
O -23.419 -1.942 -1.197 1.3 -0.7 -1.3
H -23.649 2.506 -5.084 0.8 0.6 -1.4
H -23.966 -1.185 -5.798 0.3 0.3 0.0
H -17.810 2.326 -7.985 -0.5 0.4 0.2
H -24.288 7.079 -3.111 0.3 -0.2 0.6
H -18.623 0.820 -8.254 0.3 -0.4 -0.4
H -21.589 6.929 -4.408 1.1 -0.2 0.0
N -21.762 3.522 -2.388 -2.2 -1.7 1.5
H -21.479 4.318 -6.903 0.3 -0.3 -0.6
H -20.827 2.414 -0.832 0.1 0.0 0.1
C -25.416 1.388 -5.036 -0.4 0.2 -0.2
H -23.664 -1.800 -7.915 0.8 -0.7 0.7
H -20.676 2.742 1.585 0.2 -0.2 -0.4
O -25.780 0.636 -1.337 -1.3 0.7 -0.4
H -22.583 -3.173 -4.769 1.1 -0.6 -1.4
H -23.451 -0.189 -9.676 -1.0 0.2 -0.4
H -21.701 4.628 -4.757 -0.4 0.5 0.2
H -23.497 7.275 -5.399 -0.3 0.0 0.4
C -24.226 6.007 -3.321 0.3 -0.7 2.5
O -22.552 3.632 -8.574 -0.3 0.0 0.4
C -20.463 2.605 -7.968 -1.0 1.4 -0.2
H -25.311 -1.255 -7.680 -0.6 -0.5 1.0
C -23.133 -2.431 -4.270 0.0 -1.0 3.1
H -23.568 -3.076 -3.450 0.6 0.9 -0.3
C -20.769 4.531 -4.167 -1.2 -7.3 -8.1
C -24.694 -1.370 -1.262 1.3 -2.0 3.1
H -25.132 0.492 -9.121 0.9 -0.6 -0.3
H -25.605 6.212 -4.912 -0.7 -0.3 0.4
H -26.096 2.199 -4.964 -0.9 0.8 -0.1
H -25.226 -1.791 -2.037 -1.8 -0.9 -1.6
C -21.816 2.522 -1.291 0.8 1.0 -1.0
H -21.780 -1.095 -4.453 0.3 0.3 0.1
C -17.513 0.961 -6.411 2.9 7.6 -3.0
C -21.720 2.626 1.858 -0.4 0.3 -0.9
H -19.948 2.985 -2.996 0.7 -0.6 -0.6
H -25.256 1.160 -6.065 0.1 -0.2 -0.9
O -22.580 2.113 0.843 0.0 0.5 0.8
C -24.231 -1.844 -4.978 -3.0 0.1 -2.3
H -24.348 -2.345 -10.003 -0.7 -0.4 0.0
H -24.311 4.547 -9.174 0.7 -0.6 1.0
H -20.027 4.308 -4.981 -0.1 0.2 0.0
O -22.270 -1.427 -3.696 -0.2 -0.6 -0.5
C -22.804 3.009 -0.274 -0.6 -2.2 0.6
O -23.762 6.382 -5.629 0.6 -1.0 -0.5
H -22.260 2.768 -6.723 0.3 0.0 -0.2
H -21.476 4.383 -1.933 0.0 0.1 -0.5
H -24.883 -2.612 -5.457 0.7 0.1 0.2
H -22.718 4.067 -0.001 0.0 -0.1 -0.1
C -23.836 4.141 -8.222 -0.7 1.3 -1.7
H -19.915 6.748 -5.055 0.3 0.0 -0.1
C -17.427 -1.235 -6.829 -1.0 -2.0 0.4
O -25.055 5.281 -2.419 -0.8 1.0 0.5
H -22.082 3.559 2.196 -0.4 1.6 0.0
H -25.723 1.432 -1.873 0.0 0.2 0.0
H -24.705 4.643 -4.779 0.3 1.5 -0.6
C -20.501 6.748 -4.141 -2.1 -0.2 -0.3
H -17.957 -1.310 -7.809 -0.1 0.3 0.8
H -24.533 3.407 -7.849 0.0 -0.8 0.3
H -23.955 0.437 -0.600 1.2 0.2 1.3
H -20.701 1.832 -8.652 -1.2 -0.7 -1.2
H -19.853 3.290 -8.538 0.3 0.4 -0.1
H -23.824 2.736 -0.653 0.7 0.8 0.5
C -24.203 -0.088 -8.857 0.8 2.0 -2.1
H -16.387 -1.285 -7.083 1.0 0.7 0.1
H -22.082 1.521 -1.649 -0.2 0.3 -0.1
O -17.796 -0.172 -5.972 -2.0 -7.6 2.4
O -23.477 0.629 -7.872 -0.1 0.5 0.7
C -24.528 0.026 -1.378 -0.5 2.6 -0.7
O -24.272 2.507 -3.230 0.0 0.2 0.7
H -21.171 2.511 -4.241 -0.5 -0.6 0.3
H -23.865 4.983 -7.524 0.6 -0.1 0.1
C -24.643 5.781 -4.669 -0.8 -1.0 -2.8
O -20.446 5.497 -3.484 2.5 7.6 5.9
```
Forces are in eV/Å.

Want to see where the charge sits? The Mulliken charges in e are: atom 1 (C): -0.62, atom 2 (H): -0.10, atom 3 (H): 0.45, atom 4 (H): 0.06, atom 5 (N): 0.40, atom 6 (H): 0.03, atom 7 (H): -0.01, atom 8 (C): 1.55, atom 9 (H): 0.26, atom 10 (O): -0.55, atom 11 (C): -0.54, atom 12 (H): -0.86, atom 13 (C): -0.77, atom 14 (H): 0.37, atom 15 (H): -0.17, atom 16 (H): -0.21, atom 17 (C): 0.94, atom 18 (H): 0.27, atom 19 (H): 0.31, atom 20 (H): 0.38, atom 21 (H): 0.34, atom 22 (H): 0.39, atom 23 (H): 0.31, atom 24 (O): -0.63, atom 25 (H): -0.35, atom 26 (H): -0.50, atom 27 (H): 0.40, atom 28 (H): 0.36, atom 29 (H): 0.42, atom 30 (H): -0.02, atom 31 (N): -0.27, atom 32 (H): 0.52, atom 33 (H): 0.72, atom 34 (C): -2.17, atom 35 (H): 0.32, atom 36 (H): 0.29, atom 37 (O): -0.72, atom 38 (H): 0.56, atom 39 (H): 0.42, atom 40 (H): -0.54, atom 41 (H): 0.30, atom 42 (C): 0.08, atom 43 (O): -0.52, atom 44 (C): -1.47, atom 45 (H): 0.22, atom 46 (C): -1.05, atom 47 (H): 0.40, atom 48 (C): 0.13, atom 49 (C): -0.86, atom 50 (H): 0.31, atom 51 (H): 0.48, atom 52 (H): 0.60, atom 53 (H): 0.34, atom 54 (C): -0.45, atom 55 (H): 0.27, atom 56 (C): -0.77, atom 57 (C): -0.88, atom 58 (H): 0.52, atom 59 (H): 0.08, atom 60 (O): -0.35, atom 61 (C): 0.50, atom 62 (H): 0.36, atom 63 (H): 0.28, atom 64 (H): 0.71, atom 65 (O): -0.68, atom 66 (C): -0.43, atom 67 (O): -0.60, atom 68 (H): -0.72, atom 69 (H): 0.27, atom 70 (H): 0.57, atom 71 (H): 0.71, atom 72 (C): -0.34, atom 73 (H): 0.31, atom 74 (C): -0.83, atom 75 (O): -0.63, atom 76 (H): 0.36, atom 77 (H): 0.38, atom 78 (H): -0.48, atom 79 (C): -0.51, atom 80 (H): 0.28, atom 81 (H): 0.12, atom 82 (H): 0.17, atom 83 (H): 0.46, atom 84 (H): 0.45, atom 85 (H): -0.12, atom 86 (C): -0.40, atom 87 (H): 0.37, atom 88 (H): -0.12, atom 89 (O): -0.26, atom 90 (O): -0.24, atom 91 (C): 1.70, atom 92 (O): 0.16, atom 93 (H): 0.05, atom 94 (H): 0.08, atom 95 (C): 0.17, atom 96 (O): -0.51

---

2.
# C22H60N5O7V

C22H60N5O7V as an isolated structure in a non-equilibrium geometry (ωB97M-V/def2-TZVPD, the OMol25 dataset).

Expectation value of S²   0.80
Spin multiplicity   2
Total charge   +1
Total energy   -71248.99174 eV
Highest occupied orbital energy (alpha / beta)   -10.693 / -10.756 eV
Kohn-Sham gap (alpha / beta)   0.3006 / 0.3157 Eh

```
95
Properties=species:S:1:pos:R:3:forces:R:3
H 17.054 -6.489 -12.532 0.0 0.2 -0.1
H 16.220 -2.468 -12.461 -0.4 -0.1 0.3
H 16.853 -9.340 -6.120 0.5 0.1 0.1
N 15.316 -6.914 -5.988 0.3 -2.1 -1.2
N 13.935 -8.746 -8.384 1.2 -1.6 0.2
H 17.522 -3.593 -12.659 -0.2 -0.4 0.1
H 12.249 -8.883 -10.332 -0.6 0.0 0.1
C 15.003 -3.699 -10.543 -0.7 0.9 -0.3
H 10.878 -9.322 -4.993 0.3 -0.6 -1.1
H 13.148 -4.719 -7.625 0.0 -0.1 -0.3
H 13.648 -9.559 -7.858 0.1 0.1 1.4
N 15.613 -5.386 -8.919 -0.2 -0.8 -0.6
H 12.992 -3.258 -8.641 -0.8 -0.5 -0.4
H 18.157 -7.846 -12.377 0.1 0.0 -0.3
H 14.310 -3.461 -11.349 -0.7 -0.5 0.2
H 17.521 -2.632 -11.229 -0.3 0.3 0.2
H 18.608 -4.086 -6.548 0.2 0.2 0.3
H 18.793 -8.918 -8.644 -0.7 0.2 0.1
C 17.808 -3.347 -6.581 -1.1 -1.1 -0.1
H 10.813 -7.538 -7.627 -0.1 0.1 0.0
H 20.238 -7.208 -11.802 0.0 0.3 -0.2
C 20.698 -6.421 -11.204 -0.3 0.8 -0.2
C 16.333 -4.770 -5.332 -1.0 0.4 -1.0
H 18.020 -6.144 -10.558 -0.1 -0.6 0.1
C 14.434 -5.904 -3.916 0.7 0.5 -1.4
H 15.132 -2.715 -10.093 0.9 0.2 0.3
H 20.530 -5.430 -11.625 0.1 -0.1 -0.8
H 21.753 -8.193 -8.536 -0.7 0.0 -0.4
C 13.678 -4.019 -8.270 -0.1 1.5 -1.2
H 14.326 -5.214 -6.066 0.0 0.5 0.5
H 19.519 -10.362 -8.384 0.2 -0.5 0.6
H 18.247 -12.322 -7.305 0.1 -0.2 -0.1
C 16.257 -13.065 -5.504 -1.1 -0.2 0.9
H 17.118 -10.693 -8.756 -0.5 0.4 0.1
H 15.739 -10.128 -6.943 -0.7 0.2 0.3
C 16.856 -3.162 -11.911 0.8 -0.6 0.0
C 12.823 -7.867 -8.543 -0.9 1.1 1.7
H 17.930 -2.775 -7.501 -0.5 -0.2 -0.1
H 14.244 -3.316 -7.659 0.9 -0.6 0.2
H 21.779 -6.558 -11.203 -0.1 -0.2 0.5
H 20.986 -4.539 -9.211 -0.1 0.2 0.1
C 22.300 -7.359 -8.096 -0.4 -1.0 -0.4
H 19.199 -9.231 -6.998 -0.1 -0.4 0.2
O 12.233 -8.074 -6.200 0.5 -0.1 0.9
H 11.873 -8.297 -4.134 0.5 0.6 -0.4
C 11.363 -8.351 -5.095 -0.7 0.4 0.1
H 11.728 -7.141 -10.142 -0.5 -0.4 -0.5
H 17.826 -2.642 -5.749 0.0 -0.2 0.2
H 16.251 -12.422 -4.624 0.4 0.2 0.2
O 17.552 -7.018 -7.649 -3.8 -1.1 -1.1
H 11.379 -9.234 -7.600 -0.4 -0.2 -0.4
N 18.648 -5.677 -9.920 0.0 0.6 -0.5
H 15.282 -13.549 -5.458 0.0 -0.2 -0.3
O 22.090 -6.122 -8.673 0.0 1.4 -0.8
O 16.414 -8.177 -10.222 -0.3 0.6 0.2
H 14.450 -7.404 -5.818 -0.4 -0.8 -0.4
H 15.984 -7.374 -5.386 0.4 -0.4 -0.1
H 13.976 -6.885 -3.789 0.1 -0.2 -0.4
O 16.525 -4.108 -6.588 1.2 0.9 0.0
C 12.513 -7.882 -9.991 -1.7 0.9 -1.0
H 13.934 -9.251 -9.258 1.2 0.2 -0.7
H 17.215 -5.385 -5.155 0.1 -0.1 0.5
H 18.699 -4.752 -10.322 0.3 0.4 0.0
H 23.317 -7.640 -8.371 0.3 0.3 0.8
C 17.139 -7.569 -12.650 -0.2 0.7 1.4
H 20.348 -5.504 -7.834 -0.7 0.1 -0.1
H 17.996 -11.375 -5.892 -0.2 0.4 0.3
H 10.528 -7.650 -5.116 0.0 0.3 0.2
H 22.047 -7.406 -7.037 0.4 0.2 0.3
H 13.635 -5.194 -3.704 0.4 0.3 0.2
C 20.778 -5.541 -8.835 1.4 -1.4 0.2
C 17.542 -11.627 -6.850 0.7 -0.8 -1.0
H 19.734 -7.308 -9.536 0.3 -0.1 0.4
O 16.287 -12.299 -6.670 0.7 1.0 -0.7
V 16.064 -7.488 -8.157 4.3 0.8 -0.6
H 16.453 -9.341 -12.000 0.2 -0.7 0.8
H 16.199 -3.956 -4.620 0.1 -0.4 0.6
C 16.225 -8.328 -11.668 0.1 -0.9 0.8
C 17.450 -10.381 -7.765 1.3 -1.0 1.5
C 15.048 -5.661 -5.383 -0.2 1.9 1.4
H 13.282 -7.577 -10.701 0.7 0.1 0.7
H 17.016 -13.839 -5.389 0.3 0.1 -0.4
C 14.468 -4.663 -9.446 -1.8 0.1 0.8
H 16.061 -4.781 -8.245 0.4 0.0 0.5
C 19.968 -6.301 -9.879 -0.4 -0.7 1.0
H 13.817 -5.376 -9.951 -0.1 -0.1 0.0
N 16.528 -9.509 -7.061 -1.7 1.0 -1.4
H 13.154 -6.872 -8.244 0.0 0.3 0.0
H 16.071 -5.192 -9.798 2.5 -1.7 0.2
H 15.169 -8.330 -11.936 -0.4 0.9 0.0
C 11.675 -8.190 -7.492 0.8 -0.4 -1.0
H 15.268 -5.870 -3.214 -0.2 0.3 0.3
H 16.945 -7.819 -13.693 -0.1 -0.2 0.1
O 16.172 -4.218 -11.204 -0.5 1.1 0.0
C 18.799 -9.708 -7.893 0.6 0.2 -1.3
```
Forces are in eV/Å.

Want to see where the charge sits? The Mulliken charges in e are: atom 1 (H): -0.01, atom 2 (H): 0.37, atom 3 (H): 0.33, atom 4 (N): 0.06, atom 5 (N): -0.46, atom 6 (H): 0.26, atom 7 (H): 0.51, atom 8 (C): -1.13, atom 9 (H): 0.34, atom 10 (H): 0.27, atom 11 (H): 0.32, atom 12 (N): 1.09, atom 13 (H): 0.52, atom 14 (H): 0.03, atom 15 (H): 0.50, atom 16 (H): 0.36, atom 17 (H): 0.27, atom 18 (H): -0.40, atom 19 (C): -0.91, atom 20 (H): 0.48, atom 21 (H): 0.30, atom 22 (C): -1.51, atom 23 (C): -0.95, atom 24 (H): -0.70, atom 25 (C): -1.34, atom 26 (H): 0.48, atom 27 (H): 0.34, atom 28 (H): 0.18, atom 29 (C): -1.66, atom 30 (H): -0.27, atom 31 (H): 0.55, atom 32 (H): 0.49, atom 33 (C): -0.80, atom 34 (H): 0.30, atom 35 (H): 0.23, atom 36 (C): -1.00, atom 37 (C): 2.34, atom 38 (H): 0.27, atom 39 (H): 0.37, atom 40 (H): 0.35, atom 41 (H): 0.29, atom 42 (C): -0.65, atom 43 (H): 0.35, atom 44 (O): -0.16, atom 45 (H): 0.26, atom 46 (C): -0.91, atom 47 (H): 0.48, atom 48 (H): 0.37, atom 49 (H): 0.34, atom 50 (O): -0.28, atom 51 (H): 0.46, atom 52 (N): 0.27, atom 53 (H): 0.26, atom 54 (O): -0.41, atom 55 (O): -0.61, atom 56 (H): 0.00, atom 57 (H): 0.27, atom 58 (H): 0.33, atom 59 (O): -0.35, atom 60 (C): -1.85, atom 61 (H): 0.17, atom 62 (H): 0.33, atom 63 (H): 0.16, atom 64 (H): 0.33, atom 65 (C): -0.59, atom 66 (H): 0.29, atom 67 (H): 0.43, atom 68 (H): 0.37, atom 69 (H): 0.30, atom 70 (H): 0.38, atom 71 (C): -0.48, atom 72 (C): -1.03, atom 73 (H): -0.93, atom 74 (O): -0.32, atom 75 (V): 2.16, atom 76 (H): 0.33, atom 77 (H): 0.49, atom 78 (C): -0.76, atom 79 (C): 0.39, atom 80 (C): 0.44, atom 81 (H): 0.08, atom 82 (H): 0.31, atom 83 (C): 0.65, atom 84 (H): -0.18, atom 85 (C): 1.59, atom 86 (H): 0.09, atom 87 (N): -0.46, atom 88 (H): -1.43, atom 89 (H): 0.00, atom 90 (H): 0.32, atom 91 (C): -1.19, atom 92 (H): 0.42, atom 93 (H): 0.45, atom 94 (O): -0.17, atom 95 (C): -1.18